No. 1
11
Properties=species:S:1:pos:R:3:lowdin_charge:R:1 method="wB97M-V/def2-TZVPD" relative_energy_kj_mol=295.6 homo_lumo_gap_ev=10.4 energy_ev=-17584.2588 largest_force_ev_per_a=4.76 e_lumo_ev=0.757 total_charge=0
P 1.164 -2.017 0.666 0.6267
O -1.488 -0.053 -0.549 -0.0857
O 0.730 -2.397 2.013 -0.3796
O 0.483 -0.714 -0.053 -0.3041
C -0.758 -1.076 -0.490 -0.2059
C -1.098 1.316 -0.190 -0.0006
H -0.193 1.499 -0.936 0.1388
H -1.888 1.950 -0.461 0.0694
H -0.786 1.401 0.816 0.0769
H 1.073 -3.064 -0.271 0.0367
H 2.330 -1.258 0.568 0.0274

***

No. 2
12
Properties=species:S:1:pos:R:3:lowdin_charge:R:1 method="wB97M-V/def2-TZVPD" relative_energy_kj_mol=311.9 homo_lumo_gap_ev=9.7 energy_ev=-28419.7913 largest_force_ev_per_a=2.94 e_lumo_ev=0.506 total_charge=0
S 0.020 -0.567 -1.207 0.5878
P -1.315 -0.734 1.036 0.8548
O -1.574 -0.793 -0.607 -0.5456
O 0.739 -1.539 -0.409 -0.3817
O 0.186 -0.535 -2.608 -0.2515
C 0.006 0.634 1.027 -0.4198
C 0.498 0.941 -0.401 -0.2770
H 0.107 1.930 -0.890 0.1472
H -0.627 -2.083 1.180 -0.0046
H 0.768 0.358 1.703 0.0513
H 1.630 0.799 -0.370 0.1290
H -0.437 1.589 1.546 0.1102

***

No. 3
11
Properties=species:S:1:pos:R:3:lowdin_charge:R:1 method="wB97M-V/def2-TZVPD" relative_energy_kj_mol=291.5 homo_lumo_gap_ev=5.7 energy_ev=-16175.3377 largest_force_ev_per_a=2.95 e_lumo_ev=3.709 total_charge=-1
Si 2.146 0.071 0.047 0.4893
O -2.959 -0.035 -0.080 -0.1123
O 0.663 -0.618 0.087 -0.3439
O -0.786 1.293 -0.049 -0.1375
C -1.791 -0.795 0.014 -0.2239
C -0.693 0.019 -0.056 -0.5622
H -1.689 -1.863 -0.255 0.0790
H 3.311 -0.736 -0.289 -0.1145
H 2.356 0.587 1.428 -0.0790
H 2.113 1.222 -1.033 -0.0507
H -2.671 0.853 0.187 0.0555

***

No. 4
12
Properties=species:S:1:pos:R:3:lowdin_charge:R:1 method="wB97M-V/def2-TZVPD" relative_energy_kj_mol=121.7 homo_lumo_gap_ev=7.4 energy_ev=-21180.9981 largest_force_ev_per_a=3.28 e_lumo_ev=3.647 total_charge=-1
S -2.566 1.315 -0.464 0.5999
O -1.638 0.849 -1.535 -0.5641
O -2.159 2.566 0.293 -0.5836
O 3.167 0.457 -0.191 0.0154
O -2.460 0.055 0.733 -0.3635
C 1.128 -0.952 0.283 -0.0262
C 2.336 -0.358 -0.528 -0.2713
H 1.182 -0.895 1.347 0.0576
H 2.403 -0.806 -1.481 0.0815
H 0.209 -0.584 -0.062 0.0260
H 1.209 -2.042 0.095 0.0743
H -2.811 0.393 1.510 -0.0461

***

No. 5
9
Properties=species:S:1:pos:R:3:lowdin_charge:R:1 method="wB97M-V/def2-TZVPD" smiles="[PH3]=C1CO1" relative_energy_kj_mol=555.3 homo_lumo_gap_ev=8.6 energy_ev=-13485.1204 largest_force_ev_per_a=3.71 e_lumo_ev=0.119 total_charge=0
P 0.130 0.175 1.638 0.8380
O -1.313 -0.988 -0.613 -0.1061
C -1.137 0.376 -0.552 -0.3841
C -1.450 -0.375 0.675 -0.3571
H 1.220 0.056 2.549 -0.0872
H -0.613 0.935 2.483 -0.0651
H 0.727 1.363 1.056 -0.0410
H -2.013 1.099 -0.955 0.1514
H -0.045 0.743 -0.491 0.0511

***

No. 6
9
Properties=species:S:1:pos:R:3:lowdin_charge:R:1 method="wB97M-V/def2-TZVPD" relative_energy_kj_mol=636.3 homo_lumo_gap_ev="7.7 / 7.7" energy_ev=-13484.2803 largest_force_ev_per_a=5.47 e_lumo_ev="-1.953 / -1.752" total_charge=0
P -0.143 1.005 0.608 0.8592
O 1.651 0.398 2.577 -0.2253
C 0.293 0.122 -0.978 -0.4585
C -0.306 -0.860 -0.033 -0.3209
H -1.574 1.353 0.619 -0.0808
H -1.308 -1.016 -0.398 0.0615
H 1.420 -0.017 -1.132 0.0943
H 0.239 -1.365 0.638 -0.0038
H -0.273 0.381 -1.900 0.0743

***

No. 7
9
Properties=species:S:1:pos:R:3:lowdin_charge:R:1 method="wB97M-V/def2-TZVPD" smiles="O=CCP" relative_energy_kj_mol=141.7 homo_lumo_gap_ev=10.5 energy_ev=-13489.4071 largest_force_ev_per_a=4.73 e_lumo_ev=0.800 total_charge=0
P 0.036 -1.165 -0.929 0.7777
O -1.530 0.955 0.760 0.0315
C 0.683 0.143 0.158 -0.4658
C -0.586 1.193 0.118 -0.3620
H -1.076 -1.130 -0.127 -0.1080
H -0.623 1.805 -0.809 0.1141
H 0.797 -0.391 1.166 0.0832
H 0.711 -2.101 -0.195 -0.1244
H 1.588 0.689 -0.142 0.0538

***

No. 8
9
Properties=species:S:1:pos:R:3:lowdin_charge:R:1 method="wB97M-V/def2-TZVPD" relative_energy_kj_mol=264.4 homo_lumo_gap_ev=7.7 energy_ev=-13488.1350 largest_force_ev_per_a=4.66 e_lumo_ev=0.252 total_charge=0
P -0.389 1.660 0.357 0.6611
O 0.500 -0.897 -1.262 -0.0168
C 0.569 -0.563 -0.012 -0.3950
C -0.607 -0.258 0.804 -0.4554
H -0.893 1.796 -1.081 -0.1533
H -1.541 -0.537 0.579 0.0089
H 1.577 -0.482 0.511 0.1259
H -0.401 -0.412 1.839 0.0581
H 1.184 -0.308 -1.736 0.1665